DFT (ωB97M-V/def2-TZVPD) results for 12 unconnected molecules or ions with the total composition C6H38N2O11.

multiplicity	2
charge	+1
lowest unoccupied orbital energy (spin up / spin down)	-2.8 / -7.8	eV
total energy	-32332.2212	eV
frontier orbital gap (spin up / spin down)	10.051 / 5.037	eV
highest occupied orbital energy (spin up / spin down)	-12.83 / -12.83	eV
max |F|	2.92	eV Å⁻¹

Element x y z (Å)
C (-2.37, 2.80, 2.03)
N (-1.30, 3.02, 1.12)
C (-1.53, 2.81, -0.30)
C (-2.57, 3.82, -0.82)
C (-0.24, 3.19, -1.04)
C (-2.21, 1.45, 2.83)
N (-2.39, 0.40, 1.82)
C (-3.18, -0.77, 2.17)
H (-3.34, 2.69, 1.55)
H (-2.53, 3.59, 2.76)
H (-0.86, 3.91, 1.34)
H (-1.85, 1.78, -0.41)
H (-3.36, 4.12, -0.13)
H (-2.03, 4.72, -1.12)
H (-3.12, 3.63, -1.74)
H (-0.05, 4.24, -0.83)
H (0.60, 2.62, -0.65)
H (-0.46, 3.03, -2.09)
H (-3.00, 1.31, 3.57)
H (-1.25, 1.16, 3.24)
H (-1.47, 0.09, 1.48)
H (-2.62, -1.61, 2.58)
H (-3.58, -1.10, 1.20)
H (-4.02, -0.49, 2.81)
H (2.37, -1.96, -2.33)
H (2.87, -3.30, -2.42)
O (3.23, -2.40, -2.47)
H (2.81, -0.08, 4.03)
H (1.58, 0.00, 3.29)
O (2.32, -0.63, 3.42)
H (-1.26, -2.13, -3.73)
H (0.26, -2.14, -4.14)
O (-0.61, -1.81, -4.36)
H (1.32, 0.96, 1.52)
H (0.09, 1.55, 2.18)
O (1.05, 1.49, 2.28)
H (3.16, -2.73, 1.41)
H (2.64, -2.83, 2.90)
O (2.44, -3.02, 1.98)
H (1.52, 1.88, -3.62)
H (1.45, 0.50, -3.12)
O (1.07, 1.05, -3.82)
H (0.00, -3.03, -1.50)
H (-1.06, -3.99, -0.89)
O (-0.88, -3.43, -1.65)
H (1.71, -2.14, -0.23)
H (0.52, -1.11, -0.42)
O (1.12, -1.73, -0.86)
H (-0.49, -2.65, 2.00)
H (0.75, -1.81, 1.97)
O (-0.14, -1.83, 1.62)
H (4.31, -0.89, -0.71)
H (4.46, -0.96, -2.14)
O (4.29, -0.29, -1.45)
H (-1.52, -1.20, -1.45)
H (-1.56, 0.24, -0.94)
O (-0.96, -0.45, -1.21)